[1]
ORCA calculation (wB97M-V/def2-TZVPD) on a single C18H21N3O3S molecule.

The value obtained for the gap between HOMO and LUMO is 7.9 eV. The value obtained for the HOMO energy is -7.63 eV. The calculation puts the strongest force on any atom at 4.7 eV Å⁻¹. The value obtained for the relative energy (zero: lowest compared OMol25 entry of this formula, charge and spin) is 189.7 kcal per mole. The SMILES is CCOC(=O)c1c(/N=N\N2CCOCC2)sc(-c2ccccc2)c1C. Its total energy is -40449.1205 eV.

Geometry as XYZ:
```
46
Properties=species:S:1:pos:R:3:forces:R:3
C 5.374257 -0.401873 0.340577 -0.2469 1.2669 -1.3302
C 4.540026 0.889307 0.241604 1.1793 1.7753 -0.3700
O 3.278027 0.801436 -0.426024 -1.1998 -1.4920 0.0221
C 2.210476 0.312058 0.294981 0.9929 2.0540 0.7826
O 2.208005 0.142427 1.485228 1.0714 -0.7034 0.3665
C 0.916873 0.372647 -0.358827 -2.9520 -0.4256 -1.8590
C 0.279787 -0.712457 -0.951684 2.0645 1.0758 1.2395
N 0.927564 -1.988192 -1.130865 -0.9708 1.4666 -0.1241
N 0.393520 -2.979065 -0.649373 1.1727 -3.1949 -1.6990
N -0.576059 -2.960529 0.299277 0.6073 4.6285 -0.3431
C -0.108226 -2.666599 1.626163 1.4441 -2.1704 0.1481
C 0.248441 -4.059610 2.156061 -1.7762 0.7780 1.2117
O -0.982213 -4.751326 2.120908 -1.3851 -1.3968 -0.8795
C -1.657921 -4.892445 0.827300 2.5541 -0.6671 -0.2102
C -1.825479 -3.593529 0.094168 1.9846 -1.5791 -0.1373
S -1.235152 -0.317447 -1.593488 -0.9179 -0.0701 0.2038
C -1.209255 1.279308 -0.907711 0.4628 -0.0230 -0.7559
C -2.162013 2.347714 -1.327122 -3.6225 0.2917 1.9699
C -3.461810 2.577601 -0.673325 1.0451 -1.2731 2.4388
C -4.212364 3.786194 -0.590474 1.4725 -1.3430 -1.9266
C -3.828688 4.693083 -1.576930 2.1043 -0.1974 -0.3783
C -2.615838 4.479099 -2.323893 -1.3801 0.3040 -0.5912
C -1.827173 3.318798 -2.210215 1.2631 1.0493 -0.4446
C 0.000100 1.515022 -0.305018 1.0509 1.0622 0.3147
C 0.414519 2.909919 0.252189 -0.6285 -0.9630 1.7167
H 6.274556 -0.203475 0.886541 0.5314 0.2946 0.3226
H 5.655281 -0.738223 -0.647899 0.1362 -0.0334 -0.3461
H 4.902407 -1.220778 0.803826 -1.0030 -0.7668 0.7686
H 5.091260 1.747321 -0.377743 -0.9727 -2.0454 1.3731
H 4.336049 1.284816 1.239387 0.1762 -0.0078 -0.0153
H -0.882441 -2.198337 2.170464 -0.7976 0.3784 0.9210
H 0.815639 -2.155770 1.784558 0.4194 1.3810 -1.0248
H 0.489719 -4.039869 3.209689 0.0815 0.1628 0.4799
H 1.100009 -4.548840 1.699644 -0.0428 -0.0942 -0.9077
H -2.587868 -5.359189 0.982040 -0.9490 -0.9964 0.5500
H -0.969118 -5.498355 0.137660 -1.0236 0.3550 1.0340
H -2.583226 -2.953540 0.452840 -1.2403 0.6880 0.1754
H -1.854301 -3.821257 -0.972162 -0.6902 0.2679 0.0170
H -3.712715 1.759669 0.040953 -0.0034 0.6908 -0.4664
H -5.044846 4.032627 0.079959 0.3633 -0.7353 -0.3134
H -4.398741 5.593441 -1.710317 0.0636 0.3900 -0.1772
H -2.365041 5.214996 -3.106976 -0.0416 -0.3586 0.6215
H -0.833144 3.137870 -2.666346 -0.7655 0.8395 -0.2581
H -0.353603 3.670380 0.135542 -0.3416 -0.2541 -0.3049
H 1.280661 3.307632 -0.261864 0.4485 -0.1890 0.1610
H 0.550057 2.887341 1.406698 0.2613 -0.2205 -1.9756
```
Forces are in eV/Å.

[2]
ORCA calculation (wB97M-V/def2-TZVPD) on 2 unconnected molecules or ions with the total composition C18H21N3O4S.

The value obtained for the gap between HOMO and LUMO is 7.7 eV. The value obtained for the HOMO energy is -7.31 eV. The calculation puts the strongest force on any atom at 18.8 eV Å⁻¹. The value obtained for the relative energy (zero: lowest compared OMol25 entry of this formula, charge and spin) is 425.5 kcal per mole. Its total energy is -42485.7924 eV.

Geometry as XYZ:
```
47
Properties=species:S:1:pos:R:3:forces:R:3
C -4.968349 4.805120 4.232211 -7.3423 -5.0028 -3.3709
C -4.037657 3.792948 4.033215 3.4859 -6.7111 0.0190
O -3.947769 2.790389 4.839342 0.1554 3.6994 -3.3147
N -3.254561 3.955895 2.827241 -0.4774 2.1401 -1.5692
C -2.239394 3.271501 2.129021 2.2252 -6.4116 6.0207
C -1.456230 3.625747 1.087514 1.3166 0.2312 -1.5204
C -0.290970 2.941606 0.549444 -9.0374 -1.6867 9.1085
C -0.148562 1.671328 1.093129 3.5632 2.4752 -2.2331
C -0.720930 1.193316 2.258368 -1.5918 0.0012 2.0433
C -1.719968 2.020906 2.885451 -0.6276 -2.1088 -0.4795
H -2.198099 1.418357 3.889563 1.0518 2.7008 -3.0079
H -0.379096 0.195237 2.725866 -0.8727 2.0941 -0.8304
N 0.972341 1.192425 0.386126 -3.6955 -11.0984 9.0732
C 1.537752 -0.201821 0.921109 5.9452 11.0932 -13.6845
O 1.165340 -0.869529 1.684592 -4.7119 -7.7488 9.5206
C 2.745026 -0.589481 -0.187076 -8.0056 -3.3560 1.2501
N 2.035003 -0.756750 -1.505281 -0.3058 -5.3722 0.6004
C 1.502841 -2.160780 -1.674280 -5.9447 2.1620 -1.1186
C 2.020377 -3.338193 -1.317495 7.1757 -1.0801 1.7748
C 1.747215 -4.634297 -1.549802 -10.0892 6.2443 -4.2038
C 0.328455 -4.758168 -2.241011 11.8611 -9.8750 4.6851
C -0.225383 -3.731039 -2.361658 -13.2640 12.7455 -3.9871
C 0.132967 -2.414076 -2.104141 4.7436 0.8400 0.5392
H -0.321048 -1.519989 -2.306798 -2.3909 1.3024 -0.6889
H -1.620968 -3.857099 -2.894981 4.1034 0.5620 1.6148
H -0.086375 -5.668716 -2.289246 -1.1903 -3.2868 -0.7459
C 2.529647 -5.654790 -1.397168 2.9280 -11.6945 4.4212
H 2.084774 -6.748792 -1.813282 1.6287 3.1421 0.2788
H 2.464097 -6.082645 -0.249457 -0.0360 1.1467 -1.9284
H 3.587599 -5.545767 -1.402001 0.8930 0.0765 -0.8883
H 3.076708 -3.299460 -0.965303 -0.3529 0.3505 0.1953
S 1.452326 0.347833 -2.561035 9.2300 4.5177 3.2805
O 0.108263 0.617942 -2.436342 -4.2886 0.1242 -0.7845
O 2.402868 1.545557 -2.169946 -3.0497 -3.4619 -1.5438
C 2.097781 -0.219811 -4.123252 5.0722 -12.1060 9.5726
H 1.726303 0.376126 -4.644780 -4.4293 9.8955 -9.0718
H 1.394594 -1.187662 -4.345496 2.3771 1.6801 0.5051
H 3.335261 -0.370499 -3.862070 -4.0221 0.5078 -1.4387
H 3.134739 -1.494852 0.205443 0.3959 -0.9953 -0.3613
H 3.394601 0.069917 -0.327327 5.5481 5.8347 -0.6800
H 1.478424 1.646928 -0.186733 4.3670 4.2233 -5.0604
H 0.187496 3.117453 -0.231499 3.8043 2.4615 -6.7134
H -1.815017 4.472033 0.606929 -0.2314 1.9747 -1.1817
H -3.349841 4.794795 2.193166 -1.0741 -0.6317 1.9349
H -4.559980 5.614049 4.193746 4.7606 9.6543 0.1099
H -5.753060 4.942900 3.344815 1.5843 -0.8213 1.4913
H -5.549546 4.683910 5.061170 -1.1853 -0.4320 2.3678
```
Forces are in eV/Å.

[3]
ORCA calculation (wB97M-V/def2-TZVPD) on a single C18H21N3O4S2 molecule.

The value obtained for the gap between HOMO and LUMO is 9.3 eV. The value obtained for the HOMO energy is -8.85 eV. The calculation puts the strongest force on any atom at 1.1 eV Å⁻¹. The value obtained for the relative energy (zero: lowest compared OMol25 entry of this formula, charge and spin) is 41.7 kcal per mole. The SMILES is Cc1ccc(S(=O)(=O)N2CCOCC2)cc1NC(=O)CSc1ccccn1. Its total energy is -53337.7067 eV.

Geometry as XYZ:
```
48
Properties=species:S:1:pos:R:3:forces:R:3
C -0.835470 4.112587 -1.011786 0.1482 0.0953 -0.0263
C -0.878673 2.935771 -0.094803 0.0399 -0.1109 -0.0838
C -1.119722 3.111110 1.265114 0.0558 -0.1723 0.0680
C -1.225142 2.039800 2.135536 -0.0740 0.0419 0.1153
C -1.097212 0.760299 1.631549 -0.1926 -0.5221 0.3196
S -1.198396 -0.678969 2.694337 0.1924 -0.1866 0.1649
O -1.992420 -0.350185 3.840061 0.1359 0.3321 0.0012
O -1.569635 -1.797547 1.875146 0.1900 0.1371 -0.2082
N 0.332812 -0.995375 3.252244 -1.0449 0.0551 -0.2572
C 0.889556 -0.137505 4.271849 0.2446 0.5500 0.2477
C 1.818462 0.917449 3.660430 -0.1882 -0.0061 0.1884
O 2.803566 0.313301 2.850014 0.2021 -0.0634 0.1175
C 2.222494 -0.416207 1.791692 -0.1435 -0.2184 -0.1297
C 1.309148 -1.524295 2.329406 0.4234 0.0056 -0.5134
C -0.857237 0.549944 0.292843 -0.0145 0.0661 -0.1976
C -0.725928 1.628973 -0.577680 0.1400 0.1077 0.5327
N -0.495591 1.323485 -1.927228 -0.4411 -0.1555 0.0006
C 0.509183 1.787936 -2.712193 -0.1159 -0.1401 -0.2744
O 1.276765 2.679414 -2.432717 0.2866 0.1382 0.0214
C 0.585090 1.020748 -4.027547 0.2335 -0.3774 0.1261
S 1.573166 -0.504389 -3.827810 0.1905 0.2279 -0.1313
C 0.445526 -1.660086 -3.130095 -0.0717 0.0777 -0.0522
C 0.885604 -2.972981 -2.948486 -0.0799 0.1208 0.0245
C 0.011248 -3.881811 -2.390416 -0.0707 0.1502 -0.0151
C -1.270008 -3.465964 -2.038235 0.0502 0.0203 -0.0100
C -1.609168 -2.147146 -2.261612 -0.1741 -0.3464 0.0875
N -0.773866 -1.261828 -2.794121 0.1118 -0.0960 -0.2308
H -1.485485 3.944523 -1.869623 -0.0475 0.0320 -0.0939
H 0.174790 4.252539 -1.395604 -0.0757 0.0548 -0.0064
H -1.149488 5.015661 -0.496219 -0.0947 0.0546 0.0249
H -1.242038 4.114738 1.644635 -0.0255 0.1008 0.0225
H -1.432539 2.178551 3.184458 -0.0450 0.0947 0.1298
H 0.054488 0.319221 4.801308 0.1645 0.0547 0.1804
H 1.460744 -0.763065 4.967321 -0.0813 0.0502 -0.0238
H 2.359556 1.453479 4.441760 -0.1210 0.0210 -0.0122
H 1.235312 1.634447 3.062079 0.1041 -0.0539 0.1010
H 3.053744 -0.841794 1.227137 -0.1122 -0.0051 -0.0492
H 1.651914 0.264153 1.140616 0.1131 -0.0875 0.0458
H 0.763212 -2.020631 1.527857 0.2079 -0.1118 -0.0610
H 1.916399 -2.263717 2.864300 -0.0757 0.0209 -0.0607
H -0.784323 -0.464546 -0.068461 0.0623 -0.0940 -0.1343
H -0.860243 0.404786 -2.221414 0.1224 0.3757 -0.0841
H -0.396089 0.737595 -4.403471 -0.0038 0.0796 -0.0523
H 1.133036 1.607369 -4.763476 -0.0729 -0.0071 0.0763
H 1.887206 -3.244233 -3.240370 0.1107 -0.0936 -0.0273
H 0.318952 -4.903995 -2.229245 0.0292 -0.0826 0.0099
H -1.977441 -4.144982 -1.593032 -0.0834 -0.0580 0.0571
H -2.584592 -1.758887 -2.001472 -0.1097 -0.0763 0.0723
```
Forces are in eV/Å.

[4]
ORCA calculation (wB97M-V/def2-TZVPD) on a molecular structure, C18H21N5O5PdS2.

The value obtained for the gap between HOMO and LUMO is 7.5 eV. The value obtained for the HOMO energy is -8.30 eV. The calculation puts the strongest force on any atom at 1.0 eV Å⁻¹. The value obtained for the relative energy (zero: lowest compared OMol25 entry of this formula, charge and spin) is 22.6 kcal per mole. Its total energy is -61846.2303 eV.

Geometry as XYZ:
```
52
Properties=species:S:1:pos:R:3:forces:R:3
Pd -1.138204 0.746061 0.637402 -0.0426 -0.3309 0.4337
C -0.557401 -3.833330 3.359343 0.0033 -0.0027 0.0218
N 0.109336 -3.275510 2.196872 -0.0155 -0.0006 0.0428
C 1.461948 -3.352334 1.913773 -0.0055 0.0095 -0.0180
C 1.660483 -2.739122 0.736120 0.0470 -0.0692 0.0224
N 0.416131 -2.289088 0.297401 -0.0872 0.0684 0.1505
C -0.550735 -2.626192 1.208263 -0.2090 0.0264 -0.0975
S -2.206720 -2.368246 1.150427 0.1313 -0.0950 -0.0818
C 0.282800 -1.554205 -0.906652 -0.1451 0.2020 -0.0629
C 0.712498 -2.124301 -2.089139 -0.0573 -0.0302 0.1400
C 0.764411 -1.352442 -3.241119 0.0566 -0.0341 -0.1408
C 0.460465 -0.006860 -3.165924 0.4106 -0.0946 0.4089
C 0.089944 0.481825 -1.924953 -0.8847 0.1692 -0.3688
N -0.119494 -0.275038 -0.836296 0.6294 -0.0055 -0.3757
H 0.192033 -4.293503 3.997702 0.0035 0.0022 -0.0029
H -1.288497 -4.576472 3.046353 0.0015 -0.0004 -0.0037
H -1.077379 -3.045937 3.901901 0.0002 -0.0001 -0.0041
H 2.156782 -3.835602 2.576466 0.0030 0.0040 0.0000
H 2.555412 -2.564212 0.166350 -0.0064 -0.0124 -0.0037
H 1.004999 -3.164781 -2.092348 0.0034 -0.0079 0.0090
H 1.086182 -1.799149 -4.171965 -0.0023 0.0207 -0.0162
H 0.620354 0.701531 -3.966362 0.0108 -0.0790 -0.0699
H -0.132126 1.534847 -1.814440 0.0439 0.0340 0.0119
N -2.832450 0.466076 -0.479907 -0.0561 0.1205 -0.0275
C -4.016791 1.198483 0.026961 0.0092 0.0045 0.0014
C -4.247390 0.907962 1.498760 0.0033 -0.0169 0.0075
C -3.273812 1.581964 2.461942 0.1055 -0.0072 0.0446
O -3.645924 1.922953 3.561851 0.0011 -0.0042 -0.1051
O -2.040607 1.780315 2.045883 -0.0869 0.1095 0.0225
H -2.645865 0.721118 -1.446182 -0.0560 -0.0222 -0.0020
H -2.996793 -0.540848 -0.452474 0.0418 -0.0332 0.0416
H -4.890841 0.908068 -0.559644 -0.0195 0.0088 0.0264
H -3.841168 2.262272 -0.132369 0.0109 -0.0027 0.0023
H -4.202049 -0.170897 1.677453 0.0067 -0.0026 0.0088
H -5.244061 1.233103 1.791121 -0.0134 -0.0043 -0.0227
N 0.543904 1.219280 1.761130 -0.0917 -0.0795 0.0191
C 1.514299 1.683803 0.799356 -0.0112 0.0836 0.0489
C 2.491183 0.817797 0.352178 0.1032 -0.0480 0.0048
C 3.160362 1.100837 -0.833336 0.0363 -0.0233 0.0172
C 2.853973 2.248668 -1.540980 -0.0496 0.0484 -0.0376
C 1.983092 3.188871 -0.996054 0.0285 -0.0139 -0.0192
C 1.296418 2.905083 0.170086 0.0169 0.0054 0.0266
S 3.348730 2.433035 -3.258841 -0.0137 0.0971 -0.0538
O 3.949231 3.743904 -3.351749 0.0101 -0.0353 0.0268
O 4.221716 1.301890 -3.505884 0.0178 -0.0566 0.0185
O 2.045203 2.328231 -3.922082 0.0175 0.0148 0.0041
H 0.176549 1.932365 2.390027 0.0602 0.0513 -0.0242
H 0.883245 0.442377 2.318321 0.0709 0.0222 -0.0098
H 2.673711 -0.113653 0.880015 -0.0122 0.0275 0.0065
H 3.881334 0.411715 -1.254613 -0.0078 -0.0049 -0.0155
H 1.803269 4.108637 -1.538139 -0.0169 -0.0016 0.0038
H 0.548332 3.588645 0.557983 0.0063 -0.0107 -0.0088
```
Forces are in eV/Å.

- What is the strongest force on any atom in the fourth record?
  1.0 eV Å⁻¹

- Look up the strongest force on any atom of the second one.
  18.8 eV Å⁻¹

- Look up the gap between HOMO and LUMO of the third one.
  9.3 eV

- Which of these has the lowest strongest force on any atom?
  C18H21N5O5PdS2